No. 1
Molecular formula: C6H10
Method: DFT, the ωB97M-V functional and the def2-TZVPD basis

HOMO: -9.1 eV
energy above the lowest of the compared OMol25 structures with the same formula, charge and spin: 37.8 kcal per mole
total energy: -6382.2225 eV
SMILES: C1C[C@@H]2C[C@@H]2C1

Each line ends with the Löwdin charge.
Element x y z (Å)
H  -2.2045  0.0051  0.5376  0.114
H  -1.6361  -1.5026  -0.1940  0.106
C  0.9897  0.2826  1.0695  -0.101
C  0.6716  0.3019  -1.4487  -0.131
H  0.2819  -1.7594  0.5920  0.086
H  0.6149  2.1499  -0.1508  0.119
H  0.8349  0.8770  -2.3508  0.103
C  -0.2474  -0.9273  1.0770  -0.139
C  -1.3237  -0.4941  0.1004  -0.233
H  -0.7799  -1.3830  1.9418  0.102
C  -0.7064  0.4226  -0.9050  -0.212
C  0.6110  1.0655  -0.1797  -0.228
H  -1.4223  0.9786  -1.5264  0.128
H  1.8905  -0.3376  0.9464  0.085
H  1.1945  -0.6475  -1.4223  0.108
H  1.2312  0.9683  1.9131  0.094


No. 2
Molecular formula: C6H10
Method: DFT, the ωB97M-V functional and the def2-TZVPD basis

HOMO: -9.0 eV
energy above the lowest of the compared OMol25 structures with the same formula, charge and spin: 52.5 kcal per mole
total energy: -6381.5814 eV
SMILES: C/C=C\C1CC1

Each line ends with the Löwdin charge.
Element x y z (Å)
H  2.3317  1.4247  -0.4071  0.083
C  -1.8232  -0.5030  -0.7203  -0.117
H  -2.2127  1.3246  0.5155  0.081
H  2.6260  -1.1677  -0.8518  0.101
C  0.2775  0.9309  -0.1726  -0.083
C  -0.6556  -0.2053  0.1594  -0.318
H  -2.2207  -1.4480  -0.8623  0.065
H  -0.2963  1.8439  -0.4605  0.124
H  -0.3464  -1.1883  0.6506  0.153
H  3.2846  -0.1900  0.7074  0.099
C  -2.0252  0.2480  0.6180  -0.155
C  1.5812  0.6923  -0.1528  -0.196
H  1.8886  -1.3822  0.7765  0.063
H  -2.6076  -0.0470  1.5681  0.117
C  2.3421  -0.5875  0.1164  -0.131
H  -2.1441  0.2547  -1.4846  0.114


No. 3
Molecular formula: C6H10
Method: DFT, the ωB97M-V functional and the def2-TZVPD basis

HOMO: -9.2 eV
energy above the lowest of the compared OMol25 structures with the same formula, charge and spin: 62.2 kcal per mole
total energy: -6381.1641 eV
SMILES: CC#CC(C)C

Each line ends with the Löwdin charge.
Element x y z (Å)
H  3.5157  -1.0628  -0.0871  0.043
H  -2.1806  1.6208  0.2760  0.062
H  -0.9672  -0.2698  -1.5045  0.148
H  -2.9002  -1.0328  -0.3171  0.048
H  -0.7512  1.9437  -0.6303  0.084
H  -1.9962  -0.8870  1.2434  0.095
H  -1.6362  -2.0132  0.0270  0.035
H  3.3644  0.0303  1.0830  0.056
H  -0.5240  1.4654  0.8726  0.057
C  1.6065  -0.2789  -0.1444  -0.074
C  -2.0168  -1.0993  0.1783  -0.038
C  0.4008  -0.2825  -0.1630  -0.057
C  3.0575  -0.1396  0.0817  -0.101
H  3.2611  0.7660  -0.6192  0.119
C  -1.0290  -0.0807  -0.4105  -0.411
C  -1.2044  1.3204  0.1141  -0.066